[1]
C3H8N4O | ωB97M-V/def2-TZVPD

Geometry (Å):
1 C -0.7239 -1.9718 -0.2743
2 C 0.2828 -1.0716 -1.0704
3 C 1.0090 1.1832 -0.5717
4 H -1.5131 0.5218 -0.1064
5 H -3.1327 0.0053 -0.0945
6 H -0.1605 -2.9059 0.1281
7 H 1.1890 -1.6622 -1.4591
8 H 0.0470 -0.7190 -1.9410
9 H 1.3721 1.3832 -1.6616
10 H 2.6952 2.3028 0.7631
11 H 0.5575 0.3553 1.5547
12 N -2.1132 -0.2426 -0.3308
13 N -1.9711 -1.6658 -0.1369
14 N 0.6785 0.0348 -0.1214
15 N 1.4499 2.0880 0.5511
16 O 1.1537 1.2973 1.8227

Summary:
F_max = 6.708 eV/A
energy above the lowest of the compared OMol25 structures with the same formula, charge and spin = 818.0 kJ/mol

***

[2]
C3H8N4O | ωB97M-V/def2-TZVPD

Geometry (Å):
1 C -2.6899 -1.0930 0.2662
2 C 0.1462 0.9862 -0.0887
3 C 2.7179 -1.3522 0.0515
4 H -3.5944 -1.7303 -0.4954
5 H -2.1926 -1.7844 1.1663
6 H -3.3452 -0.2587 0.4334
7 H -2.1839 1.2297 -0.2217
8 H -0.4363 2.6804 0.4011
9 H 0.2329 -1.2291 0.3621
10 H 2.0181 -2.2167 0.0265
11 H 3.7574 -1.7689 0.2080
12 N -1.2979 0.6012 0.2978
13 N 0.5873 2.2136 0.0241
14 N 0.9287 -0.1336 -0.2203
15 N 2.3474 -0.1121 0.0713
16 O -1.6575 -0.5190 -0.5580

Summary:
F_max = 5.552 eV/A
energy above the lowest of the compared OMol25 structures with the same formula, charge and spin = 940.5 kJ/mol

***

[3]
C3H8N4O | ωB97M-V/def2-TZVPD

Geometry (Å):
1 C -0.1716 -2.2180 -1.3807
2 C 0.7174 0.0436 -1.0081
3 C -0.8483 1.9137 0.8010
4 H -0.5526 -1.4220 -2.2128
5 H 0.6186 -2.9725 -1.7417
6 H -0.9017 -2.5577 -0.8530
7 H 0.1334 -0.0265 -1.9581
8 H 1.4444 1.1976 0.5982
9 H -1.7268 2.4371 0.3816
10 H 0.6232 0.5361 3.2734
11 H -0.3743 -0.4861 1.5710
12 N 0.6450 -1.2309 -0.5234
13 N 1.2085 1.2245 -0.3369
14 N -1.0312 1.0442 1.7176
15 N 0.3042 0.5088 1.9076
16 O -0.0882 2.0083 -0.2357

Summary:
F_max = 10.154 eV/A
energy above the lowest of the compared OMol25 structures with the same formula, charge and spin = 1038.1 kJ/mol

***

[4]
C3H8N4O | ωB97M-V/def2-TZVPD

Geometry (Å):
1 H 1.3157 -0.6467 -0.9445
2 N 1.3862 -1.3678 -0.1030
3 C 0.2606 -1.5417 0.5566
4 N 0.1622 -2.5821 1.5458
5 N -0.9851 -0.8723 0.4612
6 C -1.0800 0.1753 -0.2136
7 N -0.0920 1.0447 -0.3874
8 C -0.2337 2.2230 -1.1752
9 O 0.7300 1.2095 0.6677
10 H 0.8056 -3.3515 1.4096
11 H -0.7039 -2.7782 2.0166
12 H -2.1498 0.3509 -0.5166
13 H -0.4262 3.0450 -0.4545
14 H -1.0488 2.1480 -1.9353
15 H 0.7529 2.5310 -1.5582
16 H 1.3064 0.4131 0.6309

Summary:
F_max = 3.293 eV/A
energy above the lowest of the compared OMol25 structures with the same formula, charge and spin = 357.7 kJ/mol

***

[5]
C3H8N4O2 | ωB97M-V/def2-TZVPD

Geometry (Å):
1 H 3.1199 0.6294 -0.5123
2 N 2.3938 0.4978 -1.2573
3 N 1.4409 -0.0925 -0.8009
4 C 1.0583 -0.0517 0.7955
5 N 0.6489 -1.2983 1.2173
6 O 1.8112 0.6389 1.4622
7 H 1.2811 -1.7820 1.8353
8 H 0.0646 -1.8222 0.5732
9 C -2.0030 0.5658 0.4709
10 N -0.7194 0.7042 -0.2157
11 C -0.4796 -0.2197 -1.4092
12 O -0.9193 -1.3538 -1.3161
13 H -1.9380 1.0264 1.4560
14 H -2.2280 -0.4956 0.5371
15 H -2.7991 1.0594 -0.0881
16 H -0.4751 1.6708 -0.4076
17 H -0.2572 0.3231 -2.3402

Summary:
F_max = 4.425 eV/A
energy above the lowest of the compared OMol25 structures with the same formula, charge and spin = 345.7 kJ/mol

***

[6]
C3H8N5 | ωB97M-V/def2-TZVPD

Geometry (Å):
1 N 2.5102 0.9317 0.0298
2 N 1.4171 0.2241 -0.2930
3 C 1.3873 -1.1844 -0.0309
4 N 0.3354 -1.9040 0.0720
5 C -1.0794 -1.3299 -0.1149
6 C -1.1444 0.1497 0.0670
7 N -2.3782 0.7630 0.0124
8 N -0.0283 0.8701 0.0891
9 H 2.6738 1.0306 0.9654
10 H 2.8670 1.5975 -0.6137
11 H 2.3389 -1.5635 0.0912
12 H -1.6240 -1.7351 0.6163
13 H -1.4328 -1.6218 -1.0631
14 H -3.2788 0.2653 -0.0391
15 H -2.5014 1.6335 0.4392
16 H -0.0625 1.8731 -0.2279

Summary:
F_max = 5.337 eV/A
total charge = +1
energy above the lowest of the compared OMol25 structures with the same formula, charge and spin = 256.6 kJ/mol

***

[7]
C3H8N5O | ωB97M-V/def2-TZVPD

Geometry (Å):
1 N -1.6672 0.6364 1.1988
2 C -1.7368 -0.1163 0.1303
3 N -2.8391 -0.3630 -0.5278
4 N -0.5216 -0.6287 -0.2734
5 N 0.6245 -0.1952 0.5296
6 N 1.5478 -1.1294 0.6506
7 C 2.6773 -0.7620 0.2461
8 C 2.6168 0.6179 -0.3845
9 O 1.3273 1.0333 -0.1655
10 H -2.4347 0.6914 1.8800
11 H -0.6616 0.7062 1.5371
12 H -3.5395 0.3739 -0.4141
13 H -3.0617 -1.2708 -0.8421
14 H -0.1471 -0.7564 -1.1811
15 H 3.4134 -1.4931 0.4027
16 H 3.4840 1.2955 0.1370
17 H 2.6830 0.6698 -1.5410

Summary:
F_max = 3.245 eV/A
total charge = +1
energy above the lowest of the compared OMol25 structures with the same formula, charge and spin = 130.4 kJ/mol

***

[8]
C3H8N5O | ωB97M-V/def2-TZVPD

Geometry (Å):
1 H -2.9068 -1.0257 -1.7831
2 N -2.3941 -0.7779 -0.9179
3 N -2.2400 0.3731 -0.5732
4 C -1.5935 0.9127 0.4816
5 C -0.4224 1.3659 0.7069
6 N 0.8339 1.2867 0.0565
7 C 1.5285 0.1860 -0.2201
8 O 2.7169 0.3612 -0.7340
9 N 1.1076 -1.0646 -0.1190
10 N 0.0555 -1.3954 0.7389
11 H -2.2245 1.5296 1.1456
12 H -0.1598 2.0869 1.6263
13 H 1.1773 2.1532 -0.3115
14 H 3.1530 -0.2346 -1.3350
15 H 1.8598 -1.7133 -0.1827
16 H -0.8397 -1.6898 0.2163
17 H 0.3482 -2.3538 1.2043

Summary:
F_max = 6.781 eV/A
total charge = +1
energy above the lowest of the compared OMol25 structures with the same formula, charge and spin = 207.5 kJ/mol

***

[9]
C3H8NO | ωB97M-V/def2-TZVPD

Geometry (Å):
1 C -1.4749 -0.0773 1.7936
2 O -1.6049 1.2552 1.5560
3 H -0.4522 -0.4214 1.5197
4 H -1.6439 -0.3803 2.8533
5 H -2.1941 -0.6884 1.1919
6 C 0.8205 -0.4388 -2.0218
7 C 1.1390 0.5474 0.0371
8 N 1.6251 -0.2589 -0.8008
9 H 1.4363 -0.9641 -2.7509
10 H 0.5827 0.5455 -2.4570
11 H -0.1222 -0.9022 -1.7596
12 H 1.6610 0.6625 0.9881
13 H 0.2276 1.1209 -0.1496

Summary:
F_max = 1.359 eV/A
total charge = -1
energy above the lowest of the compared OMol25 structures with the same formula, charge and spin = 143.9 kJ/mol

***

[10]
C3H8NO | ωB97M-V/def2-TZVPD

Geometry (Å):
1 C -0.2820 0.3992 -0.4672
2 N 0.0784 0.9516 -1.8977
3 C 0.4911 1.2039 0.6350
4 C 0.2336 -0.2771 0.9157
5 O 1.1193 -1.1849 0.9683
6 H -0.0318 -0.2977 -1.4158
7 H -1.0240 -2.7004 0.0629
8 H -1.3579 0.5253 -0.4544
9 H 1.1047 0.9682 -1.8542
10 H 0.0306 2.2033 0.6070
11 H 1.5613 1.4228 0.5476
12 H -1.3138 -2.9699 0.6955
13 H -0.6095 -0.2442 1.6573

Summary:
F_max = 2.465 eV/A
total charge = -1
energy above the lowest of the compared OMol25 structures with the same formula, charge and spin = 575.4 kJ/mol

***

[11]
C3H8NO | ωB97M-V/def2-TZVPD

Geometry (Å):
1 C -0.3065 0.3519 -0.8290
2 C 0.0731 0.0280 0.6270
3 C 1.3569 -0.9560 0.6923
4 O 1.3929 -1.7495 -0.3629
5 N -1.5778 1.0221 -0.9881
6 H -0.3655 -0.6017 -1.3399
7 H 0.5004 0.9163 -1.2926
8 H 0.2015 0.8885 1.2804
9 H -0.7338 -0.5195 1.1198
10 H 1.1630 -1.4771 1.6466
11 H 2.2336 -0.3056 0.8411
12 H -2.3982 0.4664 -0.8304
13 H -1.5396 1.9361 -0.5643

Summary:
F_max = 2.270 eV/A
multiplicity = 2
expectation value of S² = 0.7554
energy above the lowest of the compared OMol25 structures with the same formula, charge and spin = 40.9 kJ/mol

***

[12]
C3H8NO | ωB97M-V/def2-TZVPD

Geometry (Å):
1 C -1.5782 0.1399 0.7522
2 N -0.4631 -0.4273 -0.1133
3 C 0.8359 0.2274 0.1504
4 C 1.7389 -0.0384 -0.9471
5 O 1.1906 -0.2791 -2.0216
6 H -2.5106 -0.4670 0.6914
7 H -1.2745 -0.1657 1.7310
8 H -1.5833 1.2044 0.6414
9 H -0.3886 -1.4467 0.0743
10 H -0.6265 -0.2826 -1.1905
11 H 1.2054 0.0828 1.2368
12 H 0.6923 1.3870 -0.1372
13 H 2.7617 0.0653 -0.8676

Summary:
F_max = 4.344 eV/A
total charge = +1
energy above the lowest of the compared OMol25 structures with the same formula, charge and spin = 109.0 kJ/mol